Entry 1:
Formula: C17H38N2O12V
Source: OMol25
Level of theory: wB97M-V/def2-TZVPD

Structure (XYZ):
```
70
Properties=species:S:1:pos:R:3
O -21.382 11.249 -5.315
V -20.046 11.392 -4.506
C -20.369 14.066 -3.775
O -19.627 14.446 -2.926
O -19.902 13.552 -4.801
O -20.960 13.161 -3.252
C -19.435 10.490 -2.137
O -20.086 9.881 -3.004
O -19.927 10.860 -1.111
O -18.733 11.381 -2.621
C -24.803 11.724 -4.088
C -25.112 10.345 -4.781
C -24.886 10.168 -6.268
O -24.479 9.264 -4.018
H -25.411 12.505 -4.544
H -23.752 11.965 -4.250
H -25.076 11.802 -3.036
H -26.195 10.337 -4.651
H -25.432 10.941 -6.808
H -25.210 9.164 -6.542
H -23.833 10.271 -6.529
H -24.185 9.562 -3.155
C -24.397 14.145 -7.789
O -23.060 14.662 -8.234
C -21.973 14.587 -7.287
C -20.667 14.912 -7.914
N -20.657 16.252 -8.586
C -19.342 16.825 -8.781
C -19.211 18.383 -8.553
O -18.015 18.933 -9.120
C -17.827 20.288 -8.585
H -24.603 14.362 -6.741
H -24.645 13.102 -7.987
H -25.077 14.699 -8.435
H -21.879 13.604 -6.825
H -22.083 15.310 -6.478
H -20.413 14.113 -8.612
H -19.867 14.948 -7.175
H -21.249 16.332 -9.400
H -19.039 16.579 -9.798
H -18.555 16.347 -8.197
H -19.345 18.629 -7.499
H -20.055 18.781 -9.115
H -17.869 20.371 -7.499
H -18.536 20.993 -9.019
H -16.867 20.698 -8.900
C -14.435 11.440 -5.297
O -15.653 11.182 -5.998
C -16.696 12.127 -5.678
C -17.834 11.958 -6.699
N -18.668 10.765 -6.273
C -19.342 10.087 -7.459
C -19.961 8.768 -7.140
O -21.131 9.100 -6.408
C -21.964 7.904 -6.169
H -14.358 10.928 -4.338
H -14.340 12.525 -5.237
H -13.662 10.944 -5.882
H -16.359 13.162 -5.732
H -16.974 11.898 -4.649
H -17.400 11.810 -7.687
H -18.508 12.815 -6.688
H -18.053 10.003 -6.026
H -18.572 9.734 -8.145
H -19.969 10.622 -8.171
H -19.292 8.042 -6.678
H -20.265 8.476 -8.145
H -22.219 7.276 -7.022
H -22.937 8.191 -5.770
H -21.442 7.209 -5.511
```

Calculated values
E_LUMO (spin up / spin down) in Eh: 0.1479 / 0.1479
E_HOMO (spin up / spin down) in eV: 0.632 / 0.518
Maximum force in eV/Å: 15.09
Gap between HOMO and LUMO (spin up / spin down) in eV: 3.39 / 3.51
Total charge: -2
Multiplicity: 2

Charges in e, computed with Löwdin, in the same order as the atoms:
1. O -0.3445
2. V 1.0209
3. C -1.0561
4. O -0.0030
5. O -0.1555
6. O -0.0682
7. C -1.0999
8. O -0.1408
9. O -0.0163
10. O -0.1181
11. C -0.0378
12. C -0.4441
13. C -0.0622
14. O -0.0658
15. H 0.0579
16. H 0.0696
17. H 0.0742
18. H 0.1016
19. H 0.0637
20. H 0.0730
21. H 0.0690
22. H 0.0841
23. C -0.0604
24. O -0.2044
25. C -0.2245
26. C -0.1988
27. N -0.0598
28. C -0.2162
29. C -0.2138
30. O -0.1942
31. C -0.1077
32. H 0.0786
33. H 0.0593
34. H 0.0648
35. H 0.1142
36. H 0.1262
37. H 0.1105
38. H 0.1050
39. H 0.1005
40. H 0.1039
41. H 0.1136
42. H 0.1154
43. H 0.1047
44. H 0.0800
45. H 0.0729
46. H 0.0715
47. C -0.1087
48. O -0.2154
49. C -0.1844
50. C -0.1449
51. N -0.0518
52. C -0.1908
53. C -0.2514
54. O -0.2173
55. C -0.0620
56. H 0.0821
57. H 0.0817
58. H 0.0718
59. H 0.1205
60. H 0.1215
61. H 0.1108
62. H 0.0962
63. H 0.1121
64. H 0.1047
65. H 0.1299
66. H 0.1298
67. H 0.1148
68. H 0.0660
69. H 0.0576
70. H 0.0841

---

Entry 2:
Formula: C17H38N3O
Source: OMol25
Level of theory: wB97M-V/def2-TZVPD

Structure (XYZ):
```
59
Properties=species:S:1:pos:R:3
C 1.663 3.752 3.090
C 0.534 2.809 2.689
C -0.752 3.061 3.484
C -1.630 1.823 3.698
C -1.843 0.936 2.450
C -3.300 0.856 1.947
C -3.518 1.203 0.470
C -2.966 2.568 0.026
C -2.334 2.620 -1.383
C -0.790 2.609 -1.448
C -0.127 1.325 -1.965
C -0.623 0.029 -1.325
C 0.339 -1.156 -1.441
C 1.024 -1.325 -2.796
C 2.086 -2.425 -2.785
C 1.506 -3.854 -3.107
N 0.130 -4.086 -2.774
H 2.568 3.573 2.505
H 1.917 3.640 4.148
H 1.365 4.794 2.939
H 0.338 2.942 1.622
H 0.853 1.767 2.813
H -1.338 3.854 3.002
H -0.472 3.457 4.468
H -1.204 1.232 4.516
H -2.610 2.157 4.055
H -1.495 -0.077 2.665
H -1.200 1.287 1.639
H -3.941 1.498 2.565
H -3.671 -0.162 2.100
H -3.110 0.409 -0.159
H -4.600 1.196 0.293
H -3.791 3.288 0.053
H -2.237 2.934 0.759
H -2.686 3.533 -1.872
H -2.728 1.791 -1.982
H -0.475 3.428 -2.104
H -0.384 2.852 -0.458
H 0.953 1.403 -1.789
H -0.250 1.276 -3.053
H -1.589 -0.257 -1.761
H -0.809 0.223 -0.262
H -0.208 -2.091 -1.283
H 1.100 -1.094 -0.648
H 1.470 -0.375 -3.117
H 0.253 -1.611 -3.526
H 2.871 -2.178 -3.516
H 2.552 -2.473 -1.794
H 2.207 -4.563 -2.612
H 1.683 -4.005 -4.196
H 0.104 -4.616 -1.898
C 3.802 -4.490 -0.246
O 4.137 -3.327 -0.125
N 2.530 -4.912 0.011
N 4.668 -5.464 -0.684
H 2.211 -5.833 -0.218
H 1.846 -4.185 0.141
H 5.586 -5.163 -0.951
H 4.383 -6.405 -0.870
```

Calculated values
E_LUMO in Eh: 0.1017
E_HOMO in eV: -1.431
Maximum force in eV/Å: 0.66
Gap between HOMO and LUMO in eV: 4.20
Total charge: -1

Charges in e, computed with Löwdin, in the same order as the atoms:
1. C -0.1217
2. C -0.2720
3. C -0.2269
4. C -0.2052
5. C -0.1994
6. C -0.2010
7. C -0.2083
8. C -0.1959
9. C -0.1940
10. C -0.2036
11. C -0.2211
12. C -0.2176
13. C -0.2314
14. C -0.2531
15. C -0.2291
16. C -0.5008
17. N -0.1818
18. H 0.0683
19. H 0.0678
20. H 0.0711
21. H 0.0820
22. H 0.1169
23. H 0.1079
24. H 0.1012
25. H 0.1041
26. H 0.0949
27. H 0.1106
28. H 0.0705
29. H 0.0987
30. H 0.1040
31. H 0.0914
32. H 0.1049
33. H 0.1009
34. H 0.0875
35. H 0.0942
36. H 0.1067
37. H 0.0978
38. H 0.0812
39. H 0.1107
40. H 0.1107
41. H 0.1070
42. H 0.0891
43. H 0.0846
44. H 0.1067
45. H 0.0835
46. H 0.1032
47. H 0.0840
48. H 0.0608
49. H 0.0479
50. H 0.0577
51. H -0.1164
52. C -0.7012
53. O 0.0105
54. N 0.1562
55. N 0.1398
56. H 0.0907
57. H 0.1002
58. H 0.0916
59. H 0.0827

---

Entry 3:
Formula: C17H38NO2
Source: OMol25
Level of theory: wB97M-V/def2-TZVPD

Structure (XYZ):
```
58
Properties=species:S:1:pos:R:3
C 3.066 2.355 3.082
C 2.397 2.159 1.593
C 1.119 1.124 1.737
C -0.076 1.672 2.736
N -0.651 0.439 3.456
C -1.282 2.444 1.928
O -1.992 3.368 2.604
O -1.674 2.182 0.527
H 2.769 3.391 3.553
H 2.731 1.500 3.840
H 4.232 2.315 2.988
H 3.210 1.652 0.915
H 2.105 3.213 1.137
H 0.596 0.894 0.696
H 1.574 0.086 2.092
H 0.318 2.448 3.553
H -1.274 0.865 4.196
H 0.120 -0.018 4.000
C -5.968 -3.992 0.909
C -4.498 -3.961 0.524
C -3.582 -3.531 1.673
C -3.818 -2.110 2.199
C -3.694 -0.999 1.154
C -2.302 -0.899 0.548
H -6.333 -3.002 1.196
H -6.573 -4.336 0.063
H -6.137 -4.679 1.746
H -4.358 -3.309 -0.345
H -4.201 -4.967 0.202
H -2.540 -3.631 1.347
H -3.704 -4.233 2.507
H -3.103 -1.919 3.008
H -4.812 -2.051 2.658
H -3.933 -0.042 1.634
H -4.433 -1.134 0.358
H -1.552 -0.715 1.323
H -2.261 -0.069 -0.166
H -2.028 -1.811 0.011
C 5.172 0.003 -4.293
C 4.660 0.660 -3.021
C 3.306 0.114 -2.563
C 2.146 0.337 -3.542
C 1.880 1.797 -3.916
C 1.478 2.657 -2.728
H 4.504 0.182 -5.139
H 6.155 0.407 -4.557
H 5.277 -1.079 -4.157
H 4.611 1.746 -3.161
H 5.392 0.489 -2.221
H 3.056 0.562 -1.594
H 3.400 -0.963 -2.379
H 1.237 -0.088 -3.102
H 2.330 -0.233 -4.460
H 1.070 1.824 -4.655
H 2.756 2.235 -4.407
H 0.574 2.263 -2.251
H 1.268 3.680 -3.057
H 2.271 2.707 -1.977
```

Calculated values
E_LUMO in Eh: 0.1045
E_HOMO in eV: -4.101
Maximum force in eV/Å: 7.53
Gap between HOMO and LUMO in eV: 6.94
Total charge: -1
Relative energy (zero: lowest compared OMol25 entry of this formula, charge and spin) in eV: 0.000

Charges in e, computed with Löwdin, in the same order as the atoms:
1. C -0.1715
2. C -0.2528
3. C -0.1875
4. C -0.2990
5. N -0.0145
6. C -0.4115
7. O -0.1846
8. O -0.2795
9. H 0.0726
10. H 0.0792
11. H 0.0602
12. H 0.0858
13. H 0.1185
14. H 0.1089
15. H 0.1091
16. H 0.1344
17. H 0.0795
18. H 0.0564
19. C -0.1255
20. C -0.2810
21. C -0.2354
22. C -0.2309
23. C -0.2608
24. C -0.1264
25. H 0.0658
26. H 0.0641
27. H 0.0704
28. H 0.0996
29. H 0.0989
30. H 0.0990
31. H 0.1018
32. H 0.1047
33. H 0.0945
34. H 0.1113
35. H 0.0940
36. H 0.0490
37. H 0.0556
38. H 0.0568
39. C -0.1234
40. C -0.2769
41. C -0.2246
42. C -0.2261
43. C -0.2774
44. C -0.1051
45. H 0.0640
46. H 0.0657
47. H 0.0730
48. H 0.0991
49. H 0.1032
50. H 0.0915
51. H 0.1085
52. H 0.1131
53. H 0.0957
54. H 0.1027
55. H 0.0931
56. H 0.0832
57. H 0.0704
58. H 0.0613

---

Entry 4:
Formula: C17H39Cl2F2NO10P2S
Source: OMol25
Level of theory: wB97M-V/def2-TZVPD

Structure (XYZ):
```
74
Properties=species:S:1:pos:R:3
C -0.690 -2.066 3.346
C -1.291 -0.621 3.076
Cl -1.925 0.210 4.550
C -2.285 -0.614 1.827
Cl -2.563 1.090 1.187
N -3.466 -1.440 1.926
C -4.672 -1.027 2.638
C -4.990 -2.070 3.814
F -4.721 0.229 3.204
S -3.379 -3.004 1.361
O -2.586 -3.187 0.129
O -2.962 -4.019 2.365
F -4.945 -3.392 0.970
H -1.150 -2.574 4.226
H -0.738 -2.682 2.404
H 0.405 -1.909 3.552
H -0.417 -0.005 2.720
H -1.639 -1.059 1.014
H -5.558 -1.111 1.946
H -5.798 -2.779 3.508
H -4.066 -2.565 4.200
H -5.403 -1.468 4.675
C 6.916 -5.044 2.407
C 5.659 -4.677 1.640
O 5.010 -3.542 2.202
P 5.362 -1.993 1.690
O 5.488 -2.248 0.191
O 3.844 -1.347 1.701
C 3.264 -0.799 0.523
C 2.392 -1.830 -0.166
O 5.444 -1.465 3.300
C 6.434 -1.961 4.185
C 7.830 -1.530 3.785
H 7.636 -4.222 2.395
H 7.392 -5.926 1.973
H 6.683 -5.264 3.452
H 5.898 -4.538 0.585
H 4.951 -5.507 1.696
H 4.028 -0.403 -0.147
H 2.645 0.049 0.832
H 2.945 -2.743 -0.392
H 1.983 -1.433 -1.098
H 1.562 -2.122 0.483
H 6.357 -3.043 4.278
H 6.205 -1.552 5.173
H 8.070 -1.856 2.768
H 8.569 -1.945 4.470
H 7.913 -0.441 3.803
C -1.508 5.628 -6.192
C -1.809 5.742 -4.709
O -2.983 5.022 -4.352
P -2.913 3.427 -3.865
O -1.651 3.483 -3.008
O -4.033 3.458 -2.654
C -3.690 3.097 -1.320
C -3.358 4.332 -0.507
O -4.222 3.047 -4.874
C -4.123 3.169 -6.282
C -3.147 2.175 -6.877
H -1.346 4.585 -6.479
H -0.614 6.199 -6.452
H -2.340 6.009 -6.788
H -0.939 5.430 -4.130
H -1.993 6.790 -4.462
H -2.877 2.370 -1.305
H -4.563 2.602 -0.884
H -2.563 4.918 -0.972
H -3.044 4.060 0.503
H -4.228 4.988 -0.437
H -3.877 4.192 -6.562
H -5.121 2.973 -6.685
H -2.149 2.289 -6.442
H -3.076 2.309 -7.957
H -3.473 1.152 -6.675
```

Calculated values
E_LUMO in Eh: -0.0314
E_HOMO in eV: -10.182
Maximum force in eV/Å: 8.20
Gap between HOMO and LUMO in eV: 9.33
Total charge: 0
Relative energy (zero: lowest compared OMol25 entry of this formula, charge and spin) in eV: 5.528

Charges in e, computed with Löwdin, in the same order as the atoms:
1. C -0.0999
2. C -0.7006
3. Cl 0.6060
4. C -0.6611
5. Cl 0.6719
6. N -0.1957
7. C -0.3864
8. C -0.0249
9. F -0.0187
10. S 0.7585
11. O -0.2641
12. O -0.2831
13. F -0.1719
14. H 0.0789
15. H 0.0710
16. H 0.0873
17. H 0.0955
18. H 0.1087
19. H 0.1534
20. H 0.0851
21. H 0.0739
22. H 0.0930
23. C -0.0804
24. C -0.2939
25. O -0.2179
26. P 0.6905
27. O -0.2522
28. O -0.2281
29. C -0.2982
30. C -0.0704
31. O -0.1984
32. C -0.2969
33. C -0.0807
34. H 0.0637
35. H 0.0794
36. H 0.0760
37. H 0.1033
38. H 0.1200
39. H 0.1044
40. H 0.1135
41. H 0.0743
42. H 0.0795
43. H 0.0644
44. H 0.0961
45. H 0.1264
46. H 0.0647
47. H 0.0833
48. H 0.0819
49. C -0.0809
50. C -0.2950
51. O -0.2169
52. P 0.6916
53. O -0.2523
54. O -0.2216
55. C -0.3328
56. C -0.0764
57. O -0.1973
58. C -0.2975
59. C -0.0810
60. H 0.0636
61. H 0.0790
62. H 0.0757
63. H 0.1030
64. H 0.1195
65. H 0.0638
66. H 0.1112
67. H 0.0741
68. H 0.0595
69. H 0.0785
70. H 0.0958
71. H 0.1262
72. H 0.0645
73. H 0.0829
74. H 0.0819